This record from the OMol25 dataset describes a molecular structure, CN3O2S at a distorted geometry. The level of theory is the ωB97M-V functional and the def2-TZVPD basis.

Last column: Mulliken charge in e.
Geometry (Å):
C 2.063 0.766 0.837  0.270
N 2.891 1.556 0.633  -0.470
N -1.030 -0.013 0.099  -0.531
N -1.349 -0.841 -0.758  1.209
O -0.843 -1.798 -1.268  -0.650
O -2.533 -0.497 -1.082  -0.637
S 0.823 -0.268 1.413  -0.191

Cartesian forces, eV/Å:
-0.621 0.109 0.479
-0.236 -0.507 -0.194
2.075 2.410 3.173
-2.307 -0.897 -1.529
2.004 -1.581 -0.304
-0.603 0.403 -0.243
-0.313 0.062 -1.382

Properties
Kohn-Sham gap (spin up / spin down) in Ha: 0.2876 / 0.2875
F_max in eV Å⁻¹: 4.5
E in Eh: -750.91766
Charge: -1
HOMO (spin up / spin down) in Ha: -0.18527 / -0.18529
Energy relative to the best compared isomer or geometry (same formula, charge and spin) in kcal per mole: 40.1

This record from the OMol25 dataset describes 2 unconnected molecules or ions with the total composition C5H13NO at a distorted geometry. The level of theory is the ωB97M-V functional and the def2-TZVPD basis.

Last column: Mulliken charge in e.
Geometry (Å):
C -1.270 -1.862 0.183  -1.084
C -1.276 -0.272 0.168  -0.318
C -0.149 0.289 1.113  -0.519
C 0.165 1.703 0.788  0.704
C -0.102 2.548 -0.234  -1.049
N 1.120 2.056 1.789  -0.436
H -2.189 -2.151 -0.278  0.373
H -1.187 -2.467 1.132  0.298
H -0.533 -2.178 -0.497  0.197
H -1.142 0.228 -0.813  0.245
H -2.311 0.026 0.580  0.241
H -0.525 0.123 2.178  0.237
H 0.757 -0.278 0.925  0.284
H -0.822 2.300 -0.990  0.278
H 0.559 3.400 -0.538  0.207
H 1.021 1.567 2.624  0.184
H 1.739 2.813 1.584  0.163
H 2.398 -2.410 -3.956  0.339
H 1.488 -2.507 -2.665  0.305
O 2.259 -2.929 -3.091  -0.650

Cartesian forces, eV/Å:
-0.677 1.302 0.194
-0.704 -0.583 2.322
-3.412 -0.927 -0.956
2.265 1.718 1.560
0.672 -0.586 -0.281
-0.826 0.669 -2.947
-0.774 -0.463 -0.236
0.082 1.332 -0.659
1.311 -0.688 -0.688
-0.214 -0.999 0.301
1.591 -0.065 -0.676
0.835 0.383 -1.172
0.162 -0.089 0.233
-0.173 -0.285 -0.204
-0.811 -0.616 1.029
0.544 -0.310 1.457
0.131 0.201 0.720
-0.422 -1.181 2.112
0.579 -0.239 -0.416
-0.162 1.426 -1.691

Properties
SMILES: C=C(N)CCC.O
Kohn-Sham gap in Ha: 0.3239
F_max in eV Å⁻¹: 3.7
E in Eh: -328.23896
Charge: 0
HOMO in Ha: -0.29786
Energy relative to the best compared isomer or geometry (same formula, charge and spin) in kcal per mole: 50.1

This record from the OMol25 dataset describes a molecular structure, C18H22F2NO11Sr at a distorted geometry. The level of theory is the ωB97M-V functional and the def2-TZVPD basis.

Last column: Mulliken charge in e.
Geometry (Å):
Sr 30.552 18.616 3.263  1.656
O 31.338 22.272 3.555  -0.362
H 31.144 21.299 3.443  0.194
H 31.707 22.619 2.724  0.462
H 31.968 22.283 4.300  0.439
C 26.643 16.078 4.395  -0.846
C 25.732 15.934 5.467  0.416
C 25.704 16.989 6.575  0.443
O 24.745 17.043 7.384  -0.812
C 26.789 17.877 6.652  -0.851
C 27.894 17.796 5.756  0.585
C 27.728 16.954 4.453  0.095
O 28.555 17.156 3.529  -0.306
O 28.962 18.400 5.959  -0.673
O 24.892 15.010 5.439  -0.765
H 26.598 15.458 3.505  0.323
H 26.803 18.711 7.340  0.333
C 35.605 20.204 1.646  -0.945
C 35.733 21.212 0.678  0.334
C 34.506 22.023 0.237  0.324
O 34.631 23.126 -0.290  -0.718
C 33.229 21.540 0.648  -0.444
C 33.089 20.463 1.520  0.048
C 34.342 19.732 2.078  0.263
O 34.147 18.823 2.896  -0.657
O 31.964 20.122 1.985  0.051
O 36.820 21.488 0.121  -0.772
H 36.485 19.716 2.047  0.390
H 32.315 21.961 0.238  0.516
F 29.230 20.724 3.773  -0.953
F 31.601 20.133 5.174  -0.903
C 31.615 16.494 5.877  -0.870
O 31.575 16.662 4.483  0.055
C 32.526 15.947 3.746  -0.720
C 32.065 15.828 2.289  -0.929
N 31.883 17.122 1.616  0.069
C 31.022 17.015 0.386  -1.091
C 30.324 18.351 0.069  -0.355
O 29.370 18.613 1.077  0.050
C 28.464 19.644 0.712  -0.951
H 30.722 16.913 6.333  0.192
H 32.506 16.937 6.337  0.255
H 31.680 15.417 6.109  0.323
H 32.722 14.971 4.214  0.524
H 33.526 16.408 3.729  0.350
H 31.066 15.390 2.412  0.349
H 32.595 15.127 1.631  0.434
H 32.736 17.461 1.187  0.087
H 30.242 16.257 0.482  0.435
H 31.685 16.759 -0.451  0.353
H 29.751 18.168 -0.848  0.650
H 31.159 19.053 -0.021  0.045
H 27.476 19.484 1.130  0.246
H 28.441 19.865 -0.361  0.412
H 28.881 20.563 1.143  0.221

Cartesian forces, eV/Å:
-0.952 1.853 3.156
0.107 0.850 0.112
-1.090 -0.874 0.476
0.435 -0.305 -0.028
0.066 -0.499 0.144
1.251 0.570 -0.065
-0.851 -1.099 -1.015
0.001 1.056 1.260
-0.170 -0.485 -0.438
0.323 -0.403 -1.040
-0.022 0.308 0.449
-0.541 0.339 0.541
0.321 -0.346 -0.282
0.034 -0.536 -0.639
-0.023 0.306 0.548
-0.328 -0.209 0.130
-0.060 -0.228 0.336
-0.957 -0.174 0.207
1.423 -0.150 -0.720
-0.791 0.496 0.982
0.451 0.071 -0.634
-0.144 -0.910 -0.052
-0.030 0.495 0.181
0.219 0.469 0.130
-0.037 -0.383 -0.224
0.034 0.038 -0.403
-0.223 0.164 0.169
0.109 0.004 -0.162
0.077 0.295 0.067
0.589 -0.230 -1.252
0.510 0.302 -0.904
0.556 -0.670 0.715
0.011 -0.121 -0.430
1.723 -0.023 -0.511
-1.353 -0.253 0.162
-0.746 -0.671 -1.420
-0.058 0.216 0.607
0.412 -1.671 0.021
-0.112 -0.148 -1.135
0.880 1.515 0.511
-0.077 0.228 -0.327
-0.041 0.320 -0.266
-0.227 0.012 -0.077
-0.486 -0.237 -0.272
-0.232 0.546 0.336
-0.118 0.154 -0.356
0.549 -0.113 0.535
0.477 0.189 1.097
0.177 -0.143 0.278
-0.315 -0.084 -0.243
0.407 0.407 -0.340
-0.643 0.751 -0.074
0.052 -0.335 0.054
-0.146 -0.699 -0.145
-0.421 0.042 0.245

Properties
Kohn-Sham gap in Ha: 0.1726
F_max in eV Å⁻¹: 3.8
E in Eh: -1811.93314
Charge: -3
HOMO in Ha: 0.04601

This record from the OMol25 dataset describes a molecular structure, C20H46Cl2IrO2P2 at a distorted geometry. The level of theory is the ωB97M-V functional and the def2-TZVPD basis.

Last column: Mulliken charge in e.
Geometry (Å):
Ir -0.657 -0.238 0.020  0.733
Cl -0.264 1.663 -1.324  -0.425
P -2.661 0.695 0.329  -1.236
C -3.482 1.254 -1.287  1.062
C -3.814 -0.496 1.267  0.582
C -2.418 2.268 1.324  0.686
C -3.010 0.526 -2.543  -1.457
H -3.194 2.313 -1.400  0.510
C -5.002 1.146 -1.189  -1.592
H -5.307 0.094 -1.201  0.299
H -5.467 1.632 -2.058  0.472
H -5.404 1.615 -0.291  0.307
H -1.936 0.658 -2.689  0.351
H -3.515 0.939 -3.430  0.475
H -3.232 -0.551 -2.500  0.193
H -1.849 2.910 0.624  0.384
C -1.551 2.069 2.564  -1.363
C -3.765 2.937 1.619  -1.425
H -4.258 3.275 0.699  0.335
H -3.648 3.823 2.258  0.430
H -4.447 2.253 2.137  0.274
H -0.734 1.361 2.366  0.177
H -2.130 1.712 3.427  0.272
H -1.091 3.027 2.856  0.474
C -3.869 -1.814 0.493  -1.507
H -4.846 -0.095 1.317  0.696
C -3.328 -0.759 2.696  -1.082
H -4.169 -1.702 -0.561  0.240
H -4.577 -2.520 0.964  0.517
H -2.888 -2.306 0.487  0.258
H -2.274 -1.056 2.672  0.127
H -3.879 -1.600 3.130  0.469
H -3.435 0.101 3.355  0.191
Cl -0.264 -1.725 1.767  -0.618
H 0.883 0.363 0.414  -0.247
P 2.800 0.085 -0.361  0.545
C 3.440 1.804 -0.165  0.442
C 3.773 -1.106 0.735  0.256
C 3.027 -0.336 -2.195  0.956
C 2.620 2.569 0.907  -1.215
H 3.234 2.298 -1.139  0.492
C 4.952 1.819 0.099  -1.604
H 5.183 1.487 1.125  0.259
H 5.326 2.849 -0.020  0.459
H 5.489 1.189 -0.625  0.305
H 1.586 2.716 0.558  0.192
H 3.062 3.557 1.107  0.474
H 2.579 2.017 1.859  0.209
H 2.211 0.298 -2.602  0.414
C 2.673 -1.787 -2.564  -1.396
C 4.387 0.083 -2.753  -1.674
H 4.540 1.173 -2.682  0.348
H 4.414 -0.187 -3.816  0.469
H 5.204 -0.452 -2.250  0.304
H 1.946 -2.242 -1.870  -0.032
H 3.562 -2.432 -2.639  0.383
H 2.198 -1.786 -3.559  0.412
C 3.464 -0.698 2.189  -1.279
H 4.852 -1.001 0.500  0.580
C 3.305 -2.557 0.527  -1.190
H 3.866 0.291 2.465  0.229
H 3.889 -1.433 2.893  0.465
H 2.363 -0.703 2.303  0.153
H 2.209 -2.594 0.693  0.106
H 3.782 -3.221 1.269  0.484
H 3.559 -2.945 -0.468  0.250
C -0.524 -3.931 -0.793  -0.497
O -1.430 -2.805 -0.938  -0.184
C -0.819 -1.655 -1.352  0.174
O -0.319 -1.534 -2.463  -0.498
H -0.880 -4.717 -1.470  0.279
H -0.539 -4.256 0.255  0.243
H 0.500 -3.631 -1.071  0.128

Cartesian forces, eV/Å:
0.864 -0.486 0.778
0.617 2.076 -1.164
-2.347 0.999 0.388
-0.301 0.101 0.313
-0.435 0.335 -0.196
-0.489 0.148 -0.497
0.268 -0.259 -0.127
-0.017 -0.291 0.270
-0.271 0.067 -0.109
-0.019 0.191 0.042
0.111 -0.104 0.162
-0.056 -0.027 -0.010
-0.341 -0.216 -0.090
-0.012 -0.065 0.319
0.043 0.260 -0.010
-0.242 -0.381 0.152
0.157 0.097 0.308
-0.112 0.227 0.090
0.097 -0.106 0.162
0.096 -0.172 -0.097
0.083 0.071 -0.023
-0.165 0.152 0.131
0.171 0.049 -0.271
-0.190 -0.250 -0.114
0.045 -0.540 -0.170
0.514 0.193 -0.164
0.296 -0.045 -0.085
0.085 0.060 0.340
0.158 0.416 -0.087
-0.396 0.207 0.073
-0.368 0.133 0.216
-0.082 0.133 -0.110
-0.100 -0.013 -0.051
0.597 -1.000 1.286
1.404 0.175 0.678
-0.006 -1.112 -0.664
-0.140 0.262 0.074
0.150 0.487 -0.136
-0.402 0.352 0.768
-0.008 -0.085 -0.034
0.096 -0.366 0.399
0.084 0.285 0.006
-0.045 0.088 -0.448
-0.050 -0.289 0.133
-0.084 0.188 0.370
0.360 -0.089 0.143
-0.039 -0.279 -0.131
0.035 0.197 -0.302
0.476 -0.147 0.012
-0.239 -0.208 -0.169
-0.230 0.174 -0.312
0.074 -0.456 -0.001
0.116 0.079 0.123
-0.120 0.158 -0.100
0.417 0.282 -0.418
-0.171 0.255 0.210
0.157 -0.027 0.375
-0.070 -0.009 0.086
-0.423 -0.085 0.175
-0.114 0.026 -0.042
-0.221 -0.346 -0.159
-0.139 0.197 -0.268
0.506 0.090 0.193
0.513 -0.170 -0.178
-0.157 0.345 -0.180
-0.186 0.142 0.365
-0.128 0.148 -0.403
0.520 -0.759 -0.034
0.898 -0.821 -2.895
-0.825 -0.602 1.080
0.231 0.074 0.258
-0.071 0.096 -0.315
-0.433 -0.212 0.086

Properties
Kohn-Sham gap (spin up / spin down) in Ha: 0.2120 / 0.2217
F_max in eV Å⁻¹: 3.1
E in Eh: -2647.34866
Spin multiplicity: 6
Charge: 0
HOMO (spin up / spin down) in Ha: -0.18610 / -0.30079
Energy relative to the best compared isomer or geometry (same formula, charge and spin) in kcal per mole: 0.0